1.
Computed, not measured: a gas-phase ion, C3H8NOS (charge +1), with ωB97M-V/def2-TZVPD.

Results
Energy in eV: -17603.0108
Kohn-Sham gap in eV: 9.16
HOMO level in eV: -12.80
Structure (SMILES): CS[C@]1([NH3+])CO1

```
! wB97M-V def2-TZVPD RIJCOSX def2/J DEFGRID3
* xyz 1 1
C -0.617 1.576 -0.364
C -0.384 -0.229 -0.311
C 1.916 -0.254 1.183
N -1.458 -1.032 -0.975
O -0.853 0.630 0.642
S 1.155 -0.980 -0.262
H 0.294 2.164 -0.349
H -1.380 1.771 -1.084
H 2.958 -0.521 1.234
H 1.483 -0.541 2.269
H 1.635 0.796 1.168
H -1.243 -1.993 -0.773
H -1.302 -0.789 -1.910
H -2.205 -0.599 -0.471
*
```

Quick look at the natural (NBO) charges, all values in e: C -0.056; C 0.142; C -0.761; N -0.703; O -0.486; S 0.312; H 0.218; H 0.190; H 0.272; H 0.254; H 0.235; H 0.458; H 0.457; H 0.467

---

2.
Computed, not measured: C5H4O2S3 in the gas phase, with ωB97M-V/def2-TZVPD.

Results
Energy in eV: -41847.7728
Kohn-Sham gap in eV: 7.65
HOMO level in eV: -8.31
Structure (SMILES): COC(=O)c1cssc1=S

```
! wB97M-V def2-TZVPD RIJCOSX def2/J DEFGRID3
* xyz 0 1
C -2.551 -0.539 0.133
C -0.454 0.711 -0.077
C 1.052 0.379 -0.262
C 1.299 -1.019 -0.189
C 2.154 1.218 0.008
H -2.982 0.060 -0.814
H -2.963 -0.196 1.152
H -2.723 -1.656 0.310
H 0.532 -1.661 -0.335
O -1.072 -0.504 -0.091
O -0.943 1.874 -0.034
S 2.787 -1.569 0.171
S 3.801 0.198 -0.090
S 2.060 2.705 0.119
*
```

Quick look at the natural (NBO) charges, all values in e: C -0.294; C 0.790; C -0.292; C -0.298; C -0.309; H 0.228; H 0.211; H 0.209; H 0.255; O -0.549; O -0.569; S 0.339; S 0.097; S 0.181

---

3.
Computed, not measured: C7H6N2OS in the gas phase, with ωB97M-V/def2-TZVPD.

Results
Energy in eV: -23215.9002
Kohn-Sham gap in eV: 8.26
HOMO level in eV: -8.05
Structure (SMILES): C1=C(c2ccco2)N[C@H]2SN12

```
! wB97M-V def2-TZVPD RIJCOSX def2/J DEFGRID3
* xyz 0 1
C -2.915 -0.171 -0.533
C -1.691 -0.773 -0.181
C -2.722 1.171 -0.403
C -0.835 0.256 0.138
C 1.554 1.076 0.675
C 0.556 0.232 0.409
C 2.667 -0.869 0.333
N 2.824 0.496 0.692
N 1.348 -1.285 0.309
O -1.473 1.444 0.001
S 3.441 0.171 -0.968
H -3.806 -0.667 -0.857
H -1.462 -1.817 -0.144
H -3.375 2.004 -0.566
H 1.491 2.137 0.836
H 3.389 -1.577 0.728
H 1.008 -1.828 -0.469
*
```

Quick look at the natural (NBO) charges, all values in e: C -0.315; C -0.284; C 0.108; C 0.250; C -0.068; C 0.100; C 0.035; N -0.458; N -0.611; O -0.392; S 0.118; H 0.234; H 0.231; H 0.207; H 0.233; H 0.222; H 0.391

---

4.
Computed, not measured: C20H23N3O2 in the gas phase, with ωB97M-V/def2-TZVPD.

Results
Energy in eV: -29677.7926
Kohn-Sham gap in eV: 8.42
HOMO level in eV: -7.57
Structure (SMILES): C/C(=N\NC(=O)c1ccccc1C)c1ccc(N2CCOCC2)cc1

```
! wB97M-V def2-TZVPD RIJCOSX def2/J DEFGRID3
* xyz 0 1
C -1.036 -2.028 0.072
C -0.466 -0.690 0.423
N -1.151 0.360 0.680
N -2.522 0.385 0.590
C -3.316 0.012 -0.450
O -2.913 -0.530 -1.463
C -4.751 0.369 -0.215
C -5.090 1.686 0.077
C -6.411 2.048 0.265
C -7.403 1.089 0.165
C -7.070 -0.222 -0.129
C -5.750 -0.602 -0.330
C -5.403 -2.026 -0.635
H -4.751 -2.074 -1.505
H -4.869 -2.474 0.204
H -6.300 -2.610 -0.826
H -7.850 -0.966 -0.209
H -8.438 1.361 0.312
H -6.664 3.075 0.485
H -4.316 2.440 0.130
H -2.919 1.024 1.267
C 0.985 -0.515 0.502
C 1.856 -1.539 0.874
C 3.215 -1.332 0.937
C 3.784 -0.092 0.615
C 2.905 0.940 0.262
C 1.545 0.731 0.215
H 0.885 1.535 -0.070
H 3.279 1.917 0.001
N 5.151 0.090 0.731
C 5.754 1.398 0.583
H 5.085 2.172 0.953
C 6.152 1.654 -0.877
H 6.685 2.600 -0.980
O 7.040 0.652 -1.327
C 6.468 -0.630 -1.197
C 6.071 -0.926 0.258
H 5.625 -1.916 0.314
H 6.966 -0.901 0.889
H 7.223 -1.335 -1.545
H 5.573 -0.708 -1.835
H 5.254 1.668 -1.512
H 6.663 1.406 1.196
H 3.845 -2.142 1.269
H 1.472 -2.507 1.161
H -0.279 -2.804 0.053
H -1.819 -2.293 0.784
H -1.506 -1.968 -0.912
*
```

Quick look at the natural (NBO) charges, all values in e: C -0.706; C 0.306; N -0.291; N -0.451; C 0.641; O -0.620; C -0.146; C -0.188; C -0.222; C -0.192; C -0.212; C 0.039; C -0.646; H 0.250; H 0.218; H 0.213; H 0.211; H 0.214; H 0.215; H 0.212; H 0.399; C -0.144; C -0.164; C -0.259; C 0.182; C -0.243; C -0.143; H 0.229; H 0.202; N -0.427; C -0.245; H 0.214; C -0.086; H 0.196; O -0.524; C -0.084; C -0.238; H 0.213; H 0.199; H 0.195; H 0.166; H 0.166; H 0.203; H 0.208; H 0.211; H 0.218; H 0.225; H 0.282

---

5.
Computed, not measured: a gas-phase ion, C3H5FO2P (charge -1), with ωB97M-V/def2-TZVPD.

Results
Energy in eV: -19293.9780
Kohn-Sham gap in eV: 7.16
HOMO level in eV: -2.88
Structure (SMILES): C=C[C@H](F)P([O-])O

```
! wB97M-V def2-TZVPD RIJCOSX def2/J DEFGRID3
* xyz -1 1
C 2.049 0.522 -0.601
C 1.080 0.238 0.248
C 0.038 -0.814 0.116
O -1.617 1.411 -0.310
O -2.736 -0.521 0.587
F 0.390 -2.041 -0.592
P -1.670 -0.017 -0.616
H 2.674 1.487 -0.565
H 2.409 -0.346 -1.246
H 0.481 0.860 0.927
H -0.239 -1.132 1.054
H -2.859 0.354 0.999
*
```

Quick look at the natural (NBO) charges, all values in e: C -0.478; C -0.227; C -0.148; O -1.221; O -1.053; F -0.421; P 1.311; H 0.186; H 0.196; H 0.225; H 0.156; H 0.474